(1)
{
  "formula": "C2H3NOS",
  "method": "the ωB97M-V functional and the def2-TZVPD basis",
  "total_energy_ha": -606.1744,
  "gap_ev": 10.14,
  "charge": 0,
  "symbols": ["C", "C", "N", "O", "S", "H", "H", "H"],
  "positions_angstrom": [[-0.731, 0.719, 0.609], [0.364, -0.627, -0.775], [0.472, 0.152, 0.543], [-1.320, 1.392, 1.379], [-1.282, 0.060, -1.040], [1.017, -0.318, -1.507], [0.435, -1.635, -0.606], [1.045, 0.256, 1.395]],
  "nbo_charge": [0.60, -0.30, -0.65, -0.57, 0.09, 0.20, 0.20, 0.42]
}

=====

(2)
{
  "formula": "C2H3NOS",
  "method": "the ωB97M-V functional and the def2-TZVPD basis",
  "total_energy_ha": -606.0626,
  "gap_ev": 9.16,
  "charge": 0,
  "smiles": "C=NOC=S",
  "symbols": ["C", "C", "H", "H", "H", "N", "O", "S"],
  "positions_angstrom": [[1.652, -1.969, -0.934], [-0.755, 0.347, -0.026], [1.324, -3.080, -1.316], [2.685, -1.781, -0.659], [-1.478, -0.509, -0.280], [0.488, -1.341, -0.843], [0.570, -0.042, -0.184], [-0.993, 1.552, 0.962]],
  "nbo_charge": [-0.12, -0.03, 0.21, 0.21, 0.22, -0.14, -0.39, 0.04]
}

=====

How do the records compare in energy above the lowest of the compared OMol25 structures with the same formula, charge and spin? In the order shown, they have 34.1 327.5 kJ/mol.